Entry 1:
ORCA calculation (ωB97M-V/def2-TZVPD) on a molecular structure, C23H26N2PS3Se5SnTe at a distorted geometry.

Structure (XYZ):
```
62
Properties=species:S:1:pos:R:3
Sn 0.51 0.25 1.97
Se 2.42 0.72 5.32
Se 0.43 -0.03 5.76
Te -1.27 1.69 5.25
Se -0.28 3.08 3.53
Se 3.48 -0.02 0.26
P 2.12 -1.35 -0.64
Se 0.29 -1.96 0.43
C 2.90 -2.97 -0.97
C 2.14 -4.02 -1.46
C 2.72 -5.27 -1.60
C 4.04 -5.48 -1.24
C 4.79 -4.42 -0.75
C 4.22 -3.17 -0.61
C 1.54 -0.72 -2.26
C 2.20 0.37 -2.82
C 1.74 0.92 -4.00
C 0.63 0.37 -4.63
C -0.02 -0.72 -4.08
C 0.43 -1.26 -2.89
H 1.10 -3.87 -1.70
H 2.13 -6.10 -1.97
H 4.49 -6.46 -1.34
H 5.82 -4.58 -0.45
H 4.79 -2.34 -0.21
H 3.04 0.79 -2.30
H 2.23 1.78 -4.41
H 0.27 0.81 -5.55
H -0.89 -1.13 -4.56
H -0.09 -2.09 -2.42
S 0.05 -1.63 4.01
C -1.70 -1.66 4.07
C -2.27 -2.53 4.99
C -3.63 -2.56 5.20
C -4.45 -1.69 4.49
C -3.90 -0.83 3.57
C -2.52 -0.81 3.32
S -2.01 0.24 2.02
H -1.62 -3.18 5.55
H -4.06 -3.25 5.92
H -5.52 -1.69 4.64
H -4.51 -0.14 3.01
C -0.38 4.87 -1.95
N -0.35 4.15 -0.69
C 0.70 4.60 0.20
C -0.64 2.81 -0.71
S 0.56 1.69 -0.29
N -1.83 2.43 -1.16
C -2.95 3.33 -1.24
C -2.15 1.03 -1.31
H 0.61 4.83 -2.43
H -0.63 5.91 -1.77
H -1.09 4.43 -2.64
H 0.62 5.69 0.29
H 1.69 4.33 -0.15
H 0.54 4.16 1.19
H -2.71 4.27 -0.76
H -3.80 2.87 -0.71
H -3.24 3.50 -2.28
H -1.28 0.48 -1.65
H -2.95 0.93 -2.05
H -2.47 0.60 -0.36
```

As for the energy above the lowest of the compared OMol25 structures with the same formula, charge and spin: 32.6 kcal/mol. As for the electronic energy: -15027.121790 Eh. The largest force on an atom comes out at 0.02595 hartree/bohr. As for the HOMO energy: -3.681 eV. The value obtained for the LUMO energy is 2.0080 eV. For the HOMO-LUMO gap, the calculation gives 5.7 eV. Its spin multiplicity is 1. As for the net charge: -1.

Entry 2:
ORCA calculation (ωB97M-V/def2-TZVPD) on 12 unconnected molecules or ions with the total composition C29H78F6N2O14S2 at a distorted geometry.

Structure (XYZ):
```
131
Properties=species:S:1:pos:R:3
N -0.03 1.18 -2.77
H 0.73 0.60 -3.11
H 0.05 2.06 -3.25
H -0.01 1.37 -1.78
H -0.88 0.72 -3.05
C 2.01 3.60 0.42
F 3.19 4.06 0.75
F 1.19 3.63 1.51
F 1.53 4.32 -0.61
S 2.22 1.78 -0.16
O 2.65 1.83 -1.57
O 3.28 1.22 0.73
N 0.54 1.17 -0.14
S 0.65 0.01 0.84
O 1.21 -1.17 0.28
O 1.12 0.37 2.20
C -1.20 -0.38 1.20
F -1.08 -1.52 1.97
F -1.87 0.51 1.95
F -1.89 -0.58 0.07
O -1.43 2.86 -0.49
H -0.62 2.36 -0.38
H -1.39 3.54 0.18
C -3.25 -1.06 -5.56
C -3.06 -0.89 -4.02
C -2.16 -1.95 -3.43
O -2.52 0.46 -3.89
H -3.31 -2.12 -5.81
H -2.32 -0.87 -6.08
H -4.15 -0.51 -5.87
H -4.01 -0.85 -3.49
H -1.75 -1.70 -2.45
H -1.38 -2.22 -4.14
H -2.80 -2.82 -3.33
H -2.67 0.92 -4.72
C 3.80 -3.62 3.09
C 4.40 -2.41 3.85
C 3.34 -1.53 4.62
O 5.27 -2.99 4.86
H 3.22 -4.28 3.74
H 4.63 -4.05 2.52
H 3.13 -3.37 2.27
H 4.93 -1.70 3.21
H 2.69 -1.18 3.82
H 3.83 -0.78 5.24
H 2.88 -2.22 5.32
H 4.95 -3.89 4.95
C -6.77 -2.21 -0.91
C -5.29 -2.68 -0.96
C -4.86 -2.93 0.42
O -5.29 -3.68 -1.80
H -7.24 -1.86 -1.83
H -6.67 -1.34 -0.26
H -7.40 -2.97 -0.45
H -4.82 -1.88 -1.53
H -4.09 -3.70 0.49
H -5.70 -3.19 1.05
H -4.26 -2.09 0.79
H -5.87 -4.29 -1.36
C -2.90 -3.59 6.19
C -4.22 -3.37 5.36
C -4.00 -3.02 3.87
O -4.81 -4.70 5.21
H -1.97 -3.08 5.93
H -2.58 -4.61 5.94
H -3.04 -3.40 7.25
H -4.92 -2.61 5.72
H -4.91 -2.62 3.43
H -3.71 -3.84 3.22
H -3.27 -2.21 3.85
H -4.44 -5.20 4.48
C 2.53 3.33 -5.05
C 1.51 3.93 -4.04
C 1.57 5.43 -4.01
O 0.14 3.50 -4.11
H 2.45 3.80 -6.03
H 2.37 2.26 -5.15
H 3.57 3.33 -4.70
H 1.84 3.58 -3.07
H 1.50 5.91 -4.99
H 2.51 5.81 -3.61
H 0.81 5.89 -3.37
H -0.45 4.09 -4.59
C 5.32 5.18 -2.31
C 6.31 4.29 -1.60
C 6.32 2.80 -1.87
O 7.56 4.77 -2.01
H 5.35 5.15 -3.40
H 5.48 6.23 -2.05
H 4.32 4.89 -2.00
H 6.25 4.31 -0.51
H 6.64 2.53 -2.88
H 5.33 2.37 -1.76
H 7.05 2.34 -1.21
H 7.62 5.73 -1.97
C -4.89 1.22 -1.38
C -5.26 2.40 -0.52
C -6.38 1.98 0.49
O -4.15 2.84 0.17
H -4.41 0.47 -0.77
H -4.09 1.66 -1.99
H -5.69 0.75 -1.94
H -5.66 3.17 -1.19
H -6.06 1.11 1.07
H -7.33 1.71 0.03
H -6.53 2.87 1.09
H -3.37 2.45 -0.23
C 0.74 -5.17 0.26
C 0.33 -5.66 -1.13
C 1.61 -5.47 -2.07
O 0.18 -7.03 -0.96
H -0.02 -5.51 0.97
H 0.76 -4.08 0.24
H 1.72 -5.54 0.54
H -0.50 -5.10 -1.55
H 2.47 -5.12 -1.50
H 1.23 -4.67 -2.70
H 1.87 -6.30 -2.73
H 1.03 -7.46 -0.84
C 3.81 3.66 4.94
C 3.58 2.55 3.91
C 4.87 1.84 3.48
O 2.75 1.59 4.52
H 4.33 4.47 4.42
H 4.43 3.37 5.79
H 2.85 4.02 5.30
H 2.95 2.91 3.10
H 5.57 2.50 2.97
H 4.70 0.98 2.83
H 5.49 1.34 4.22
H 2.49 0.96 3.85
```

As for the energy above the lowest of the compared OMol25 structures with the same formula, charge and spin: 0.0 kcal/mol. As for the electronic energy: -3709.937525 Eh. The largest force on an atom comes out at 0.12726 hartree/bohr. As for the HOMO energy: -9.192 eV. The value obtained for the LUMO energy is -0.3008 eV. For the HOMO-LUMO gap, the calculation gives 8.9 eV. Its spin multiplicity is 1.

Entry 3:
ORCA calculation (ωB97M-V/def2-TZVPD) on CHBrF2OS in the gas phase at a distorted geometry.

Structure (XYZ):
```
7
Properties=species:S:1:pos:R:3
C 0.61 -0.36 0.20
O -0.40 2.09 -0.19
F 1.64 0.00 0.87
F 0.30 -1.65 0.57
S -0.84 0.73 0.50
Br -2.20 -0.19 -1.07
H 0.88 -0.62 -0.89
```

As for the energy above the lowest of the compared OMol25 structures with the same formula, charge and spin: 36.0 kcal/mol. As for the electronic energy: -3285.816905 Eh. The largest force on an atom comes out at 0.10391 hartree/bohr. As for the HOMO energy: -10.573 eV. The value obtained for the LUMO energy is -1.3753 eV. For the HOMO-LUMO gap, the calculation gives 9.2 eV. Its spin multiplicity is 1.

Entry 4:
ORCA calculation (ωB97M-V/def2-TZVPD) on C5H12N2 in the gas phase at a distorted geometry.

Structure (XYZ):
```
19
Properties=species:S:1:pos:R:3
C -2.81 -1.08 0.11
C -1.69 -0.78 -0.88
C -1.20 0.65 -0.89
C -0.21 0.82 0.30
N 1.11 0.42 -0.11
C 2.14 0.28 0.90
N 3.35 -0.19 0.70
H -2.49 -1.99 0.67
H -2.89 -0.36 0.86
H -3.70 -1.38 -0.48
H -2.19 -1.06 -1.85
H -0.86 -1.52 -0.62
H -2.04 1.37 -0.80
H -0.66 0.89 -1.85
H -0.26 1.83 0.61
H -0.43 0.27 1.21
H 1.44 0.97 -0.87
H 1.80 0.50 1.91
H 3.70 -0.43 -0.16
```

As for the energy above the lowest of the compared OMol25 structures with the same formula, charge and spin: 38.8 kcal/mol. As for the electronic energy: -307.167499 Eh. The largest force on an atom comes out at 0.12154 hartree/bohr. As for the HOMO energy: -9.111 eV. The value obtained for the LUMO energy is 1.0538 eV. For the HOMO-LUMO gap, the calculation gives 10.2 eV. Its spin multiplicity is 1. The SMILES is [H]/N=C\NCCCC.

Entry 5:
ORCA calculation (ωB97M-V/def2-TZVPD) on a molecular structure, C5H6NO2S at a distorted geometry.

Structure (XYZ):
```
15
Properties=species:S:1:pos:R:3
C -1.41 -0.37 1.48
C -1.25 0.94 1.59
C -0.19 -0.99 0.88
C 0.04 1.42 1.01
C 0.50 0.06 -1.54
N 0.69 0.10 0.40
O 0.20 -2.12 0.84
O 0.51 2.48 0.83
S 2.41 0.10 0.96
H -2.22 -0.99 1.84
H -1.87 1.80 1.93
H 1.26 0.62 -2.03
H 0.67 -1.08 -1.65
H -0.54 0.30 -1.87
H 2.89 0.54 -0.21
```

As for the energy above the lowest of the compared OMol25 structures with the same formula, charge and spin: 33.6 kcal/mol. As for the electronic energy: -797.171969 Eh. The largest force on an atom comes out at 0.07328 hartree/bohr. As for the HOMO energy: -14.555 eV. The value obtained for the LUMO energy is -5.6106 eV. For the HOMO-LUMO gap, the calculation gives 8.9 eV. Its spin multiplicity is 1. As for the net charge: +1.